DFT (ωB97M-V/def2-TZVPD) results for a cluster of 11 separate species, C6H35NO11 in total in a non-equilibrium geometry.

Geometry as XYZ:
```
53
Properties=species:S:1:pos:R:3
H -0.78958 -1.21067 1.41541
C 0.09721 0.82667 1.07180
H -2.11393 4.14802 -1.41076
H -3.61959 1.59019 2.11432
H 1.92748 1.08354 -4.05745
O 1.44977 -3.61873 -1.44282
H 0.66790 0.63822 -3.52909
H -2.69429 2.05705 3.36723
O -3.99220 1.85535 -1.28429
O -1.19563 2.75477 3.50920
H 0.30660 -0.23174 -0.87975
O 0.84394 3.17421 1.52708
C -0.41367 0.10626 -0.16675
H 2.18626 -2.99623 -1.59541
H -3.11075 2.03589 -0.87058
H -0.74737 0.95676 1.77838
H 1.55881 -0.56812 1.53760
C -2.72063 -0.89860 0.06199
H -1.76182 -0.46787 -2.88051
H -2.71058 0.16780 -0.23753
H 0.29945 -2.41513 -0.68429
C -1.21505 -1.24416 0.40709
H 0.25767 2.50685 -0.23086
N 1.02412 0.11699 2.02837
H -1.47767 -2.78687 -0.99830
O 3.04614 -4.09321 0.70845
H -1.10713 0.74528 -0.66729
H -0.72834 -3.42168 0.23239
H -0.85732 1.93395 3.91664
H 4.75950 -1.48709 1.03671
O 2.96196 -1.62566 -2.00425
H -1.50095 -1.72848 -3.66081
H 2.53877 -3.89439 1.51031
O -3.31936 1.36780 3.03210
H 1.67130 3.27096 2.01080
O 3.83860 -1.65419 0.76823
O 1.50774 0.97359 -3.19103
H 2.39846 -3.90746 -0.00300
H -0.40156 3.02332 3.01157
H 1.63190 0.61391 2.66283
H 3.60047 -2.62276 0.81132
H 1.86200 1.83794 0.17797
O -1.03228 -0.96374 -3.30890
H 1.56811 -4.24893 -2.16357
O -1.64104 3.44000 -0.94736
C 0.86457 2.08573 0.60069
H -3.93369 2.70470 -1.76465
H 3.51835 -1.46886 -1.21381
C -0.70066 -2.46631 -0.27461
H 2.46554 -0.81402 -2.14991
H -3.27389 -0.98711 0.99085
H -2.99501 -1.57245 -0.72036
H -1.59021 3.94644 -0.10701
```

largest force on an atom: 0.070 hartree/bohr
energy above the lowest of the compared OMol25 structures with the same formula, charge and spin: 385.9 kJ/mol
LUMO: 0.1 eV
structure (SMILES): CC(C)C[C@@H](N)CO.O.O.O.O.O.O.O.O.O.O
HOMO-LUMO gap: 8.7 eV
electronic energy: -30800.69644 eV

***

DFT (ωB97M-V/def2-TZVPD) results for a cluster of 2 separate species, C2H5NO in total.

Geometry as XYZ:
```
9
Properties=species:S:1:pos:R:3
C -0.03141 -1.48129 0.11900
H -0.75686 -0.90523 0.69982
O -0.47897 1.59770 1.38969
N 0.32480 1.64470 -0.85532
H -0.56104 -2.09230 -0.61535
H 0.64291 -0.80166 -0.40525
H 0.54236 -2.12078 0.79367
C -0.09362 1.68063 0.28849
H 0.41184 2.47822 -1.41476
```

largest force on an atom: 0.018 hartree/bohr
energy above the lowest of the compared OMol25 structures with the same formula, charge and spin: 62.0 kJ/mol
LUMO: 0.7 eV
structure (SMILES): N=C=O.C
HOMO-LUMO gap: 11.9 eV
electronic energy: -5692.58731 eV

***

DFT (ωB97M-V/def2-TZVPD) results for a cluster of 3 separate species, C27H61F3N6O6P3S in total in a non-equilibrium geometry.

Geometry as XYZ:
```
107
Properties=species:S:1:pos:R:3
C 5.74901 -4.67442 2.02381
H -6.49631 0.74984 2.92400
H -4.77621 -3.55903 4.05327
H 1.70996 5.25728 -2.40328
H 0.17461 2.41235 -7.44437
H 2.13163 -3.61774 -2.34222
H 0.82760 5.71627 -7.66203
H -5.30050 -2.45798 1.72573
O -3.89764 0.65284 4.40640
H -2.68332 -2.18047 6.37305
C 0.13565 -1.63047 3.44919
H 3.18244 3.84943 -5.50145
C -7.35835 -0.04317 2.91995
S -2.48730 0.55318 3.74329
H -0.17927 1.13923 8.58681
H -6.75349 -1.61843 4.46346
H 0.06174 -2.42875 2.56421
H 1.95726 -0.63077 2.51340
O 2.91821 -3.83301 1.93454
C 5.21650 -2.83054 0.63652
C 2.40223 4.91694 -3.17933
C -5.31958 -1.79303 2.69959
C 3.55742 -7.43567 0.14379
H 4.21521 -7.75247 0.95773
H -0.93471 -2.84130 6.08962
H 2.56345 5.16656 -6.51459
H -0.39593 8.38416 -5.57880
N 0.23877 6.35750 -5.71323
H 1.51156 2.35711 -1.02821
H -7.83992 -0.04793 1.85067
H 0.83478 -2.15595 4.26114
H 6.29358 -2.62449 0.61275
C 0.54502 2.81882 -6.49531
O -2.71813 0.60321 2.18261
H -1.66861 7.17337 -5.28334
C -1.43770 2.03609 4.18591
H 3.76669 5.50487 -5.30579
F -0.81647 2.66103 2.95882
C -0.60979 7.40436 -5.13816
H -0.87619 6.20069 -7.52246
N -0.20418 4.01418 -6.12065
C 2.87334 4.89893 -5.50512
H -1.62377 2.31048 0.18940
H 2.52603 -7.46295 0.51082
O 2.12951 1.73386 1.42575
H 2.60028 3.85213 -3.02132
F -2.39500 3.08889 4.69446
H 6.81784 -4.46671 1.88717
H -0.42626 7.49326 -4.06223
H 5.15567 -6.83539 -1.82687
H -7.59351 -2.38966 2.85429
H -2.24088 4.57896 -5.98800
H -0.32636 3.71865 0.34072
P 0.18221 4.89459 -4.70076
H -4.97011 -0.70645 2.36577
H 5.40843 -4.17603 2.93782
C 0.56459 1.77698 -0.59065
F -0.45916 1.82311 5.27544
O 0.13302 3.62211 -3.82007
C 2.84375 -3.52504 -1.51200
H -1.91236 2.92504 -5.44977
H 3.79647 -3.87240 -1.90992
H -2.76857 -2.47315 2.10903
H 0.42043 7.40334 -7.53335
N 3.89904 -6.08542 -0.31095
H 1.59365 3.04206 -6.68028
H -8.97030 1.37116 3.72843
H -7.83095 0.70891 5.10721
C -0.45128 0.15852 7.97121
H 2.93194 -2.46082 -1.27397
H 1.05628 -2.84448 0.40670
N 2.39477 -4.29787 -0.36981
H 0.61741 -4.52823 0.75522
N 4.96980 -4.25314 0.85075
H 5.65671 -5.75469 2.17673
H 3.33685 5.46876 -3.02617
H 0.36828 -3.88488 -0.85832
H -1.06412 3.22617 -1.40581
C 5.18908 -6.12276 -0.99435
H 4.76936 -2.20342 1.41340
H 0.97003 0.60409 3.53812
O 0.22860 0.09615 1.49436
H 5.45434 -5.16387 -1.44561
C -1.63598 3.68792 -6.18559
C -0.96538 -0.76475 7.02913
H -9.10917 -0.50077 4.32718
C -8.41208 0.41891 4.11675
H 0.48232 2.02845 -5.74157
H 0.25234 0.86805 -1.27777
P -1.61459 -1.35601 4.15948
C -4.32234 -2.48466 3.82014
C -0.70861 2.82490 -0.34733
C 0.84622 -0.30255 2.80282
H -1.91817 3.33187 -7.18449
H -2.33425 -3.73012 3.55036
N 1.84930 5.16315 -4.51267
H 6.00166 -6.43145 -0.32726
C 0.14019 6.40782 -7.16939
C -1.61745 -1.86567 6.00634
H -4.34089 -1.88798 4.85276
P 3.37448 -4.88082 0.88996
C -2.75399 -2.66212 3.26722
H 4.84991 -2.49956 -0.33288
C -6.86941 -1.57282 3.28657
H 3.62383 -8.16454 -0.67123
C 1.03993 1.17164 0.86510
C 1.04737 -3.86131 0.00177
```

largest force on an atom: 0.197 hartree/bohr
LUMO: -4.7 eV
charge: +1
HOMO-LUMO gap: 4.7 eV
electronic energy: -97040.58354 eV